# 1
This record from the OMol25 dataset describes a molecular structure, C43H32ClCoO3P2S. The level of theory is wB97M-V/def2-TZVPD.

Geometry (Å):
1 Co 0.097 -0.042 -1.125
2 O 0.204 0.395 4.316
3 S 0.300 0.335 2.840
4 C 1.476 1.617 2.370
5 C 2.473 1.973 3.262
6 C 3.341 3.003 2.941
7 C 3.189 3.688 1.744
8 C 2.154 3.365 0.877
9 C 1.271 2.331 1.187
10 P -0.094 1.915 0.049
11 C -1.656 2.397 0.837
12 C -1.752 2.825 2.158
13 C -2.989 3.170 2.686
14 C -4.126 3.107 1.896
15 C -4.033 2.698 0.572
16 C -2.804 2.336 0.046
17 C 0.070 3.125 -1.310
18 C 0.805 2.779 -2.443
19 C 0.955 3.678 -3.489
20 C 0.374 4.934 -3.407
21 C -0.353 5.291 -2.278
22 C -0.508 4.393 -1.236
23 C 1.266 -1.141 2.451
24 C 2.348 -1.452 3.259
25 C 3.073 -2.606 3.020
26 C 2.695 -3.455 1.988
27 C 1.580 -3.169 1.215
28 C 0.837 -2.010 1.441
29 P -0.625 -1.648 0.403
30 C -1.015 -3.272 -0.340
31 C -1.696 -4.235 0.407
32 C -1.933 -5.491 -0.125
33 C -1.495 -5.802 -1.406
34 C -0.821 -4.850 -2.154
35 C -0.583 -3.588 -1.624
36 C -2.035 -1.382 1.514
37 C -2.039 -1.741 2.859
38 C -3.181 -1.542 3.621
39 C -4.320 -0.997 3.046
40 C -4.322 -0.647 1.703
41 C -3.180 -0.835 0.940
42 H 2.538 1.466 4.216
43 H 4.128 3.278 3.631
44 H 3.863 4.496 1.490
45 H 2.023 3.931 -0.034
46 H -0.867 2.911 2.776
47 H -3.055 3.496 3.716
48 H -5.087 3.386 2.309
49 H -4.918 2.661 -0.050
50 H -2.733 2.020 -0.990
51 H 1.280 1.807 -2.516
52 H 1.523 3.396 -4.366
53 H 0.487 5.636 -4.223
54 H -0.803 6.273 -2.212
55 H -1.082 4.676 -0.362
56 H 2.599 -0.800 4.085
57 H 3.923 -2.848 3.644
58 H 3.255 -4.361 1.798
59 H 1.275 -3.863 0.443
60 H -2.046 -4.005 1.405
61 H -2.464 -6.230 0.462
62 H -1.684 -6.784 -1.820
63 H -0.482 -5.082 -3.155
64 H -0.072 -2.845 -2.221
65 H -1.157 -2.168 3.321
66 H -3.175 -1.811 4.669
67 H -5.207 -0.843 3.646
68 H -5.208 -0.221 1.249
69 H -3.177 -0.558 -0.109
70 Cl 4.633 -2.058 -6.309
71 C 3.324 -1.658 -5.249
72 C 2.001 -1.782 -5.700
73 C 0.946 -1.476 -4.879
74 C 1.153 -1.025 -3.561
75 O 0.110 -0.757 -2.820
76 C 2.498 -0.891 -3.117
77 C 2.838 -0.404 -1.819
78 O 2.065 -0.011 -0.930
79 C 3.566 -1.221 -3.981
80 H 1.821 -2.129 -6.709
81 H -0.075 -1.574 -5.223
82 H 3.911 -0.364 -1.591
83 H 4.585 -1.119 -3.627

## Properties
charge	+1
orbital gap (spin up / spin down)	7.24 / 7.94	eV
E_HOMO (spin up / spin down)	-0.402 / -0.404	Ha
energy above the lowest of the compared OMol25 structures with the same formula, charge and spin	6.09	kcal per mole
2S+1	2
largest force on an atom	0.53	eV/A

Partial atomic charges computed with the Mulliken method, in multiples of e: number 1, Co, carries 0.0674; number 2, O, carries -0.7633; number 3, S, carries 1.1009; number 4, C, carries 0.1899; number 5, C, carries -0.7677; number 6, C, carries -0.9678; number 7, C, carries -0.8756; number 8, C, carries -1.2696; number 9, C, carries 0.7160; number 10, P, carries 2.3972; number 11, C, carries 0.7701; number 12, C, carries -0.3924; number 13, C, carries -0.8376; number 14, C, carries -0.5966; number 15, C, carries -0.8934; number 16, C, carries -0.1640; number 17, C, carries -0.7115; number 18, C, carries 0.0953; number 19, C, carries -0.8243; number 20, C, carries -0.5996; number 21, C, carries -0.7791; number 22, C, carries -0.2557; number 23, C, carries 0.1608; number 24, C, carries -0.7755; number 25, C, carries -0.8993; number 26, C, carries -0.8930; number 27, C, carries -0.9332; number 28, C, carries 0.4961; number 29, P, carries 2.3384; number 30, C, carries -0.3329; number 31, C, carries -0.5143; number 32, C, carries -0.8066; number 33, C, carries -0.5890; number 34, C, carries -0.6021; number 35, C, carries 0.2003; number 36, C, carries 0.8057; number 37, C, carries 0.0724; number 38, C, carries -0.8444; number 39, C, carries -0.7982; number 40, C, carries -0.6782; number 41, C, carries -0.6586; number 42, H, carries 0.5635; number 43, H, carries 0.4222; number 44, H, carries 0.4699; number 45, H, carries 0.4443; number 46, H, carries 0.4776; number 47, H, carries 0.4678; number 48, H, carries 0.4167; number 49, H, carries 0.4637; number 50, H, carries 0.5661; number 51, H, carries 0.1655; number 52, H, carries 0.4705; number 53, H, carries 0.4144; number 54, H, carries 0.4424; number 55, H, carries 0.4980; number 56, H, carries 0.4476; number 57, H, carries 0.4278; number 58, H, carries 0.4657; number 59, H, carries 0.4763; number 60, H, carries 0.3970; number 61, H, carries 0.4536; number 62, H, carries 0.3994; number 63, H, carries 0.4710; number 64, H, carries -0.0055; number 65, H, carries 0.4927; number 66, H, carries 0.4773; number 67, H, carries 0.4329; number 68, H, carries 0.4876; number 69, H, carries 0.3519; number 70, Cl, carries -0.2018; number 71, C, carries 0.0533; number 72, C, carries -0.4863; number 73, C, carries -0.6352; number 74, C, carries 0.6344; number 75, O, carries -0.9713; number 76, C, carries 1.0143; number 77, C, carries -0.1829; number 78, O, carries -0.2686; number 79, C, carries -1.1789; number 80, H, carries 0.4612; number 81, H, carries 0.5260; number 82, H, carries 0.3176; number 83, H, carries 0.4729

# 2
This record from the OMol25 dataset describes 2 unconnected molecules or ions with the total composition C9H15N4OS. The level of theory is wB97M-V/def2-TZVPD.

Geometry (Å):
1 C 5.736 1.702 -0.213
2 C 5.688 0.728 0.665
3 C 4.163 0.390 -0.901
4 C -0.706 -2.014 -0.411
5 C 4.163 -1.223 0.753
6 C -1.924 2.273 0.219
7 C -1.946 -1.604 0.330
8 C -1.583 0.834 0.727
9 C -2.368 -0.132 -0.070
10 N 4.757 1.503 -1.173
11 N 4.644 -0.113 0.282
12 N -0.513 -1.538 -1.695
13 N 0.244 -2.794 0.162
14 O 1.325 -3.056 -0.500
15 S 3.251 -2.464 0.857
16 H 6.122 2.716 -0.054
17 H 6.134 0.475 1.637
18 H 3.366 0.210 -1.560
19 H -1.957 2.330 -0.874
20 H -1.212 2.957 0.578
21 H -2.893 2.502 0.682
22 H -1.860 -1.759 1.479
23 H -2.762 -2.320 0.030
24 H -2.004 0.796 1.762
25 H -0.445 0.627 0.552
26 H -3.385 -0.048 0.195
27 H -2.222 0.065 -1.094
28 H -1.244 -0.927 -2.134
29 H 0.191 -1.968 -2.181
30 H 0.244 -3.055 1.131

## Properties
charge	+1
orbital gap (spin up / spin down)	6.83 / 6.83	eV
E_HOMO (spin up / spin down)	-0.430 / -0.430	Ha
2S+1	1
largest force on an atom	4.30	eV/A

Partial atomic charges computed with the Mulliken method, in multiples of e: number 1, C, carries -0.4735; number 2, C, carries -0.0944; number 3, C, carries -0.1150; number 4, C, carries 0.3119; number 5, C, carries 0.6406; number 6, C, carries -1.2733; number 7, C, carries -0.4230; number 8, C, carries -0.0706; number 9, C, carries -0.9520; number 10, N, carries -0.4568; number 11, N, carries -0.0651; number 12, N, carries -0.2875; number 13, N, carries 0.1381; number 14, O, carries -0.7568; number 15, S, carries 0.0690; number 16, H, carries 0.3562; number 17, H, carries 0.3926; number 18, H, carries 0.4858; number 19, H, carries 0.3596; number 20, H, carries 0.3808; number 21, H, carries 0.3160; number 22, H, carries 0.3268; number 23, H, carries 0.3223; number 24, H, carries 0.2472; number 25, H, carries 0.1561; number 26, H, carries 0.4258; number 27, H, carries 0.3484; number 28, H, carries 0.2073; number 29, H, carries 0.2279; number 30, H, carries 0.2557